DFT (ωB97M-V/def2-TZVPD) results for a structure of composition C37H93BeN6O12.

Geometry (Å):
Be  0.213  -2.670  -4.352
C  -2.647  -2.586  -0.495
C  -1.553  -1.582  -0.910
C  -0.432  -1.507  0.213
O  -1.055  -1.928  -2.157
H  -2.305  -3.611  -0.637
H  -3.424  -2.393  -1.234
H  -3.158  -2.492  0.463
H  -1.960  -0.572  -0.953
H  0.323  -0.765  -0.045
H  0.022  -2.483  0.388
H  -0.833  -1.141  1.158
C  -1.832  -2.144  6.812
O  -2.345  -0.907  6.334
C  -3.216  -1.030  5.169
C  -3.703  0.303  4.709
N  -4.688  0.232  3.611
C  -4.058  -0.226  2.376
C  -5.108  -0.278  1.245
O  -5.762  -1.536  1.297
C  -6.654  -1.849  0.226
H  -1.000  -2.011  7.504
H  -1.515  -2.625  5.887
H  -2.579  -2.686  7.392
H  -4.065  -1.659  5.434
H  -2.642  -1.550  4.402
H  -2.919  1.023  4.475
H  -4.103  0.832  5.574
H  -5.419  -0.445  3.772
H  -3.597  -1.210  2.467
H  -3.318  0.540  2.145
H  -4.629  -0.085  0.285
H  -5.892  0.470  1.367
H  -6.121  -1.806  -0.723
H  -7.524  -1.193  0.197
H  -7.066  -2.791  0.589
C  -1.488  2.523  1.396
O  -0.401  3.279  1.775
C  -0.525  4.647  1.793
C  0.630  5.283  2.589
N  1.895  4.993  1.908
C  3.022  5.736  2.410
C  3.400  5.382  3.863
O  3.623  3.982  3.936
C  4.319  3.615  5.107
H  -2.348  2.970  1.895
H  -1.378  1.504  1.767
H  -1.648  2.493  0.318
H  -1.487  4.894  2.243
H  -0.481  4.965  0.751
H  0.716  4.899  3.606
H  0.567  6.360  2.744
H  2.068  4.012  2.077
H  2.973  6.824  2.364
H  3.839  5.420  1.761
H  2.696  5.708  4.628
H  4.289  5.976  4.075
H  4.324  2.534  5.246
H  3.904  4.013  6.033
H  5.351  3.947  4.998
C  -5.492  3.391  -0.083
O  -4.427  2.713  -0.677
C  -4.612  2.383  -1.997
C  -3.248  1.954  -2.650
N  -2.470  3.178  -3.013
C  -1.115  2.700  -3.384
C  -0.249  3.928  -3.585
O  -0.164  4.790  -2.448
C  0.706  5.895  -2.708
H  -5.200  3.959  0.800
H  -6.336  2.766  0.211
H  -5.947  4.085  -0.790
H  -4.864  3.216  -2.653
H  -5.293  1.546  -2.149
H  -3.513  1.416  -3.560
H  -2.835  1.174  -2.009
H  -2.399  3.700  -2.151
H  -1.176  2.026  -4.239
H  -0.600  2.123  -2.616
H  -0.565  4.412  -4.509
H  0.733  3.493  -3.767
H  0.350  6.552  -3.501
H  1.683  5.519  -3.012
H  0.893  6.499  -1.820
C  6.179  -3.349  -1.769
O  4.756  -3.289  -1.552
C  4.327  -1.975  -1.454
C  2.804  -1.913  -1.056
N  1.859  -2.757  -1.818
C  1.973  -4.182  -1.423
C  0.711  -5.058  -1.886
O  0.543  -5.257  -3.322
C  1.435  -6.319  -3.836
H  6.738  -2.869  -0.965
H  6.356  -2.871  -2.732
H  6.470  -4.399  -1.794
H  4.337  -1.648  -2.493
H  4.964  -1.283  -0.902
H  2.456  -0.892  -1.213
H  2.504  -2.001  -0.012
H  0.992  -2.371  -1.473
H  2.011  -4.272  -0.338
H  2.913  -4.644  -1.725
H  -0.206  -4.588  -1.530
H  0.881  -6.017  -1.399
H  2.462  -6.133  -3.521
H  1.482  -6.289  -4.924
H  1.084  -7.337  -3.664
C  8.958  -0.557  -0.829
O  7.922  -0.711  0.121
C  8.139  -0.031  1.289
C  6.829  -0.077  2.124
N  5.690  0.754  1.614
C  4.427  0.645  2.355
C  3.358  1.576  1.783
O  2.871  1.003  0.526
C  1.784  1.758  -0.037
H  8.718  0.269  -1.498
H  9.155  -1.531  -1.277
H  9.932  -0.258  -0.441
H  8.201  1.038  1.084
H  8.990  -0.353  1.890
H  7.096  0.269  3.123
H  6.580  -1.138  2.112
H  5.545  0.606  0.626
H  4.549  0.856  3.417
H  4.077  -0.386  2.413
H  3.831  2.548  1.649
H  2.587  1.661  2.549
H  0.906  1.633  0.597
H  1.526  1.355  -1.017
H  1.974  2.830  -0.087
C  -3.063  -5.807  -3.108
C  -3.306  -4.731  -4.187
C  -4.521  -3.843  -3.742
O  -4.738  -2.735  -4.602
C  -5.731  -1.843  -4.179
N  -2.215  -3.767  -4.202
H  -2.067  -6.242  -3.178
H  -3.797  -6.612  -3.125
H  -3.193  -5.336  -2.134
H  -3.513  -5.084  -5.198
H  -4.383  -3.536  -2.705
H  -5.397  -4.490  -3.728
H  -6.727  -2.263  -4.041
H  -5.820  -0.930  -4.767
H  -5.500  -1.413  -3.204
H  -2.532  -3.071  -4.862
H  -2.325  -3.362  -3.283

LUMO level (spin up / spin down) in eV: -8.54 / -9.20
HOMO energy (spin up / spin down) in eV: -11.948 / -11.948
Net charge: +2
<S²>: 0.754
2S+1: 2
Kohn-Sham gap (spin up / spin down) in Eh: 0.1253 / 0.1010

DFT (ωB97M-V/def2-TZVPD) results for the molecule C19H38BBrClO5P.

Geometry (Å):
C  -4.029  -2.191  -2.331
C  -3.803  -3.705  -2.284
C  -2.835  -4.236  -3.366
C  -1.529  -4.878  -2.848
C  -0.290  -3.995  -3.029
C  -0.428  -2.624  -2.346
C  0.874  -2.158  -1.686
C  0.878  -0.669  -1.338
C  -0.347  -0.245  -0.509
C  -0.211  0.958  0.442
C  0.896  1.012  1.515
C  2.257  1.638  1.078
C  2.407  2.234  -0.336
C  2.363  3.769  -0.364
C  1.148  4.430  0.309
O  0.567  5.429  -0.517
C  -0.619  5.007  -1.149
O  0.334  1.917  2.512
C  0.779  1.586  3.852
B  1.412  2.817  4.621
O  1.400  4.068  4.086
O  1.942  2.639  5.887
C  1.657  0.353  3.677
C  1.087  -0.277  2.411
Br  2.407  -1.581  1.788
P  -0.628  -1.123  2.675
O  -0.194  -2.676  2.423
Cl  -0.790  -1.174  4.758
H  -3.119  -1.637  -2.087
H  -4.340  -1.886  -3.334
H  -4.815  -1.888  -1.634
H  -3.446  -3.989  -1.289
H  -4.779  -4.187  -2.396
H  -2.603  -3.425  -4.065
H  -3.368  -4.996  -3.943
H  -1.635  -5.127  -1.785
H  -1.361  -5.815  -3.386
H  -0.151  -3.850  -4.105
H  0.578  -4.520  -2.618
H  -1.210  -2.694  -1.582
H  -0.737  -1.867  -3.076
H  1.713  -2.368  -2.359
H  1.054  -2.743  -0.777
H  0.862  -0.123  -2.291
H  1.810  -0.408  -0.840
H  -0.768  -1.105  0.026
H  -1.126  0.050  -1.221
H  -0.144  1.855  -0.176
H  -1.142  1.048  1.006
H  3.053  0.910  1.233
H  2.450  2.450  1.787
H  3.396  1.952  -0.712
H  1.698  1.804  -1.043
H  3.264  4.116  0.156
H  2.444  4.136  -1.390
H  1.455  4.933  1.230
H  0.389  3.691  0.587
H  -1.448  4.937  -0.433
H  -0.491  4.031  -1.635
H  -0.868  5.751  -1.905
H  -0.133  1.337  4.412
H  0.743  4.166  3.390
H  2.643  1.984  5.917
H  1.733  -0.300  4.545
H  2.680  0.678  3.455
H  -0.984  -3.230  2.408

LUMO level in eV: 0.24
HOMO energy in eV: -9.376
Kohn-Sham gap in Eh: 0.3533

DFT (ωB97M-V/def2-TZVPD) results for a cluster of 2 separate species, H4I2Si2 in total.

Geometry (Å):
Si  1.709  -0.440  1.199
Si  -1.428  -0.596  -1.035
I  2.572  -2.271  -0.203
I  -2.931  -2.110  0.222
H  1.765  -0.804  2.519
H  2.711  0.807  1.131
H  -2.282  0.517  -1.705
H  -0.719  -1.224  -2.042

LUMO level (spin up / spin down) in eV: -1.56 / -1.72
HOMO energy (spin up / spin down) in eV: -8.385 / -8.239
Relative energy (zero: lowest compared OMol25 entry of this formula, charge and spin) in kJ/mol: 299.9
Kohn-Sham gap (spin up / spin down) in Eh: 0.2507 / 0.2395

DFT (ωB97M-V/def2-TZVPD) results for a cluster of 2 separate species, C24H20F3N3O3S in total.

Geometry (Å):
C  -3.077  2.516  -7.008
N  -2.363  3.145  -5.901
C  -1.345  4.070  -6.376
C  -2.247  2.592  -4.622
C  -1.713  1.302  -4.373
C  -1.450  0.886  -3.086
N  -1.877  1.601  -1.981
C  -1.720  1.165  -0.673
C  -1.706  -0.192  -0.301
C  -1.970  -0.543  1.158
C  -1.495  -1.764  1.634
C  -1.684  -2.146  2.965
C  -2.449  -1.340  3.815
C  -3.034  -0.161  3.325
C  -2.776  0.241  2.006
O  -1.481  -1.119  -1.120
C  -2.421  2.860  -2.208
C  -2.601  3.360  -3.476
H  -3.935  1.927  -6.662
H  -3.440  3.311  -7.676
H  -2.403  1.885  -7.610
H  -0.837  4.547  -5.533
H  -0.606  3.537  -6.998
H  -1.815  4.832  -7.010
H  -1.482  0.631  -5.197
H  -0.946  -0.053  -2.861
H  -1.858  1.947  0.073
H  -0.910  -2.391  0.962
H  -1.220  -3.057  3.348
H  -2.621  -1.666  4.845
H  -3.704  0.428  3.963
H  -3.186  1.174  1.614
H  -2.722  3.403  -1.310
H  -3.080  4.331  -3.603
F  2.137  2.420  1.479
C  2.429  1.317  2.219
F  3.719  1.390  2.615
F  1.643  1.332  3.334
S  2.023  -0.104  1.181
N  2.891  -1.337  2.077
C  2.184  -2.307  2.788
O  0.977  -2.449  2.849
C  3.224  -3.115  3.463
C  4.472  -2.682  3.085
C  5.601  -3.223  3.696
C  5.415  -4.190  4.699
C  4.134  -4.602  5.091
C  3.007  -4.053  4.466
C  4.313  -1.556  2.117
O  5.155  -0.940  1.498
H  6.581  -2.883  3.397
H  6.275  -4.634  5.199
H  4.007  -5.340  5.882
H  1.986  -4.304  4.738

LUMO level in eV: -0.59
HOMO energy in eV: -6.976
Relative energy (zero: lowest compared OMol25 entry of this formula, charge and spin) in kJ/mol: 319.5
Kohn-Sham gap in Eh: 0.2347

DFT (ωB97M-V/def2-TZVPD) results for the ion C3H3N2O2 with charge -1.

Geometry (Å):
N  0.033  0.186  0.695
N  0.140  -0.679  -0.360
C  0.112  -0.308  -1.654
C  0.042  -0.943  -2.893
O  -0.033  -2.128  -3.362
C  0.016  0.395  -3.300
O  0.100  1.488  -3.803
H  0.579  0.893  0.417
H  -0.943  0.442  0.728
H  -0.335  -1.511  -0.118

LUMO level in eV: 4.16
HOMO energy in eV: -2.452
Relative energy (zero: lowest compared OMol25 entry of this formula, charge and spin) in kJ/mol: 423.3
Net charge: -1
Kohn-Sham gap in Eh: 0.2431

DFT (ωB97M-V/def2-TZVPD) results for a structure of composition C4H8Cl3OP.

Geometry (Å):
C  0.586  1.730  1.110
C  1.036  -1.499  -0.913
C  -0.241  1.480  -0.237
C  0.000  -1.611  0.242
O  -2.039  -0.358  -1.604
P  -1.216  -0.122  -0.200
Cl  -1.503  2.652  -0.373
Cl  -1.058  -2.948  0.192
Cl  -2.548  -0.113  1.244
H  -0.081  2.009  1.929
H  1.199  2.658  0.976
H  1.070  0.740  1.136
H  1.734  -2.213  -0.766
H  0.716  -1.528  -2.019
H  1.493  -0.545  -0.899
H  0.440  1.277  -1.079
H  0.413  -1.609  1.264

LUMO level in eV: 0.54
HOMO energy in eV: -9.867
Relative energy (zero: lowest compared OMol25 entry of this formula, charge and spin) in kJ/mol: 176.2
Kohn-Sham gap in Eh: 0.3825